Formula: C4H10NS
Source: the Open Molecules 2025 dataset
Level of theory: ωB97M-V/def2-TZVPD

Results
- energy (eV) = -16625.3035
- relative energy (zero: lowest compared OMol25 entry of this formula, charge and spin) (kJ/mol) = 353.4
- gap between HOMO and LUMO (alpha / beta) (eV) = 3.58 / 3.59
- total charge = +1
- HOMO level (alpha / beta) (eV) = -10.996 / -10.997
- lowest unoccupied orbital energy (alpha / beta) (eV) = -7.41 / -7.41

Geometry (Å):
S 3.66832 0.41298 -1.20993
N -2.26092 0.55964 -0.96060
C 2.76317 -0.06258 0.11059
C -1.42264 0.23794 0.07933
C -0.94229 1.19422 0.88677
C -1.12728 -1.15800 0.21591
H -1.38185 2.22786 0.94482
H 4.71545 -0.39388 -0.87785
H -1.14220 -1.59985 -0.86220
H -1.80645 -1.77720 0.86493
H -2.55696 1.45084 -1.24553
H -2.76218 -0.14773 -1.39931
H -0.34213 0.99443 1.84862
H 2.87617 -1.03038 0.63338
H 1.83211 0.38233 0.38110
H -0.11032 -1.29060 0.58997

Formula: C4H10N2
Source: the Open Molecules 2025 dataset
Level of theory: ωB97M-V/def2-TZVPD

Results
- energy (eV) = -7288.5095
- relative energy (zero: lowest compared OMol25 entry of this formula, charge and spin) (kJ/mol) = 203.6
- SMILES string = C=CN.C=NC
- gap between HOMO and LUMO (eV) = 10.01
- HOMO level (eV) = -8.765
- lowest unoccupied orbital energy (eV) = 1.25

Geometry (Å):
N 6.00377 -1.67267 2.22229
N -6.72827 1.14194 -1.97604
C -4.47132 0.76612 -2.75900
C -5.70201 1.20544 -2.95642
C 4.88578 -2.15285 2.52439
C 6.16791 -0.24276 2.39024
H -6.10099 1.47048 -3.93494
H 4.66995 -3.21394 2.43989
H 5.38290 0.34848 1.91427
H -4.19497 0.37900 -1.78624
H 7.13528 0.07646 2.00274
H -6.41992 0.66775 -1.13617
H -7.11159 2.05152 -1.75811
H 6.17711 0.02347 3.45213
H 4.04939 -1.55703 2.91310
H -3.74301 0.70859 -3.55211

Formula: C5H12O3Si
Source: the Open Molecules 2025 dataset
Level of theory: ωB97M-V/def2-TZVPD

Results
- energy (eV) = -19396.6030
- relative energy (zero: lowest compared OMol25 entry of this formula, charge and spin) (kJ/mol) = 531.5
- gap between HOMO and LUMO (alpha / beta) (eV) = 5.61 / 9.54
- HOMO level (alpha / beta) (eV) = -6.594 / -9.423
- lowest unoccupied orbital energy (alpha / beta) (eV) = -0.99 / 0.11

Geometry (Å):
Si -0.90731 0.20107 -0.44311
O 1.65573 1.08162 0.53355
O 1.12776 -2.00907 -0.00607
O -1.83859 -1.20761 -0.18262
C -0.01075 0.41044 -2.06103
C 0.52305 0.43660 0.86481
C 0.69516 -0.21860 2.25924
C 1.82517 -2.68591 -0.75105
C -2.04748 1.67637 0.00424
H 1.42740 0.40647 2.76560
H -0.32620 -0.36674 2.70068
H -2.87177 1.27493 0.55321
H 1.19771 -1.20037 2.16990
H 1.89954 -2.30721 -1.73857
H -0.75502 0.87982 -2.68521
H 2.43823 0.54513 0.74436
H -2.45527 2.28173 -0.90014
H -1.36832 -2.04479 -0.07609
H 0.38607 -0.58284 -2.50924
H 0.95554 0.99170 -1.96575
H -1.55065 2.43727 0.72328

Formula: C10H13O3
Source: the Open Molecules 2025 dataset
Level of theory: ωB97M-V/def2-TZVPD

Results
- energy (eV) = -16724.8889
- relative energy (zero: lowest compared OMol25 entry of this formula, charge and spin) (kJ/mol) = 86.5
- gap between HOMO and LUMO (eV) = 6.58
- total charge = -1
- HOMO level (eV) = -3.042
- lowest unoccupied orbital energy (eV) = 3.54

Geometry (Å):
O 0.28371 -2.81366 1.13054
O -0.99329 -2.16852 -0.61793
O 0.34693 -0.75650 -2.29336
C -1.99109 -2.52624 2.73541
C -0.66680 -2.26000 0.65424
C 0.97505 3.92139 0.81672
C 0.99517 0.26502 -0.21659
C -1.73214 -1.61837 1.54575
C 0.57559 2.74291 -1.41447
C 1.01845 1.44348 0.51230
C 0.45711 1.59306 -2.16303
C 0.79124 2.70301 -0.03471
C 0.60880 0.27970 -1.59111
H -1.29260 -0.67699 1.83419
H -0.26821 -2.08959 -1.29469
H 0.55143 3.65943 -2.01408
H 0.31007 1.46028 -3.23612
H 1.97206 3.93137 1.26757
H 0.25104 4.01010 1.63399
H 0.85640 4.82012 0.19992
H 1.38912 -0.65879 0.16018
H -2.64872 -1.62453 0.97284
H -2.71620 -2.12165 3.45897
H 1.23623 1.38692 1.56407
H -2.28563 -3.52118 2.39345
H -1.06776 -2.74522 3.29716